[1]
Entry from the OMol25 dataset: an isolated ion of composition C5H8 and charge -1 at a distorted geometry (ωB97M-V/def2-TZVPD).

Each line ends with the Mulliken spin population.
Element x y z (Å)
1 C 1.537 2.021 0.262  0.155
2 C 0.512 1.338 0.708  0.287
3 C -0.379 0.451 -0.131  -0.009
4 C -0.352 -0.856 0.167  0.398
5 C -1.004 -1.905 -0.656  0.077
6 H 2.046 2.700 0.863  0.011
7 H 1.775 2.013 -0.699  0.012
8 H 0.214 1.279 1.717  0.004
9 H -0.810 0.935 -0.962  0.014
10 H -0.011 -1.325 1.106  0.044
11 H -1.957 -2.054 -0.057  0.005
12 H -0.268 -2.874 -0.685  -0.008
13 H -1.304 -1.723 -1.634  0.011

Cartesian forces (eV/Å) of the 6 atoms listed first:
C -0.014 0.742 2.226
C -3.570 -2.137 -0.927
C 2.154 2.644 2.318
C 0.360 -2.189 -0.668
C 0.700 -2.586 2.831
H 0.996 1.160 1.148

Results
**Net charge**: -1
**E_HOMO (spin up / spin down)**: 1.414 / -3.154 eV
**Strongest force on any atom**: 4.39 eV/Å
**Multiplicity**: 2
**Calculated total energy**: -5310.7268 eV
**Gap between HOMO and LUMO (spin up / spin down)**: 3.34 / 7.74 eV

[2]
Entry from the OMol25 dataset: a single C5H8 molecule (ωB97M-V/def2-TZVPD).

Each line ends with the natural charge from an NBO analysis.
Element x y z (Å)
1 C -1.552 0.484 -0.593  -0.605
2 C -0.714 -0.491 0.227  -0.392
3 C 0.670 0.494 1.731  0.214
4 C 0.703 0.031 0.517  -0.362
5 C 1.801 -0.116 -0.492  -0.616
6 H -1.802 1.351 0.024  0.218
7 H -2.483 0.011 -0.921  0.213
8 H -1.027 0.850 -1.481  0.204
9 H -0.591 -1.454 -0.281  0.217
10 H -1.235 -0.707 1.167  0.233
11 H 2.741 0.304 -0.129  0.231
12 H 1.952 -1.182 -0.692  0.223
13 H 1.539 0.369 -1.438  0.223

Cartesian forces (eV/Å) of the 6 atoms listed first:
C -0.026 0.094 -0.054
C -0.161 -0.095 0.032
C 0.143 -0.225 -0.525
C -0.030 0.171 0.527
C 0.066 0.014 -0.027
H 0.005 -0.058 -0.112

Results
**E_HOMO**: -9.673 eV
**Strongest force on any atom**: 0.59 eV/Å
**Calculated total energy**: -5311.0047 eV
**Gap between HOMO and LUMO**: 9.88 eV